Entry 1:
C25H65N4O12V | ωB97M-V/def2-TZVPD

spin multiplicity: 2
E_LUMO (spin up / spin down): -4.2 / -3.8 eV
net charge: +1
HOMO energy (spin up / spin down): -10.50 / -10.50 eV
expectation value of S²: 0.786
Kohn-Sham gap (spin up / spin down): 6.3 / 6.7 eV

Each line ends with the Mulliken charge.
Element x y z (Å)
O (-0.44, 2.91, -3.06)  -0.516
V (-1.06, 2.84, -1.61)  1.154
N (-0.74, 0.02, -0.19)  0.604
O (-1.70, -0.47, 0.44)  -1.064
O (-0.98, 0.65, -1.27)  -0.204
O (0.41, -0.04, 0.23)  -0.601
C (3.52, -1.27, 0.49)  -1.059
C (3.93, 0.03, 1.16)  0.820
C (5.25, 0.57, 0.65)  -1.603
O (2.91, 1.00, 0.95)  -0.431
H (4.10, -2.13, 0.85)  0.517
H (3.66, -1.17, -0.58)  0.320
H (2.50, -1.59, 0.72)  -0.135
H (4.09, -0.13, 2.23)  0.218
H (5.51, 1.45, 1.23)  0.377
H (5.13, 0.85, -0.40)  0.308
H (6.00, -0.21, 0.75)  0.426
H (2.09, 0.55, 0.75)  0.354
C (1.54, -2.50, -2.35)  -0.878
C (2.83, -2.83, -3.02)  0.734
C (2.80, -4.20, -3.72)  -1.456
O (2.97, -1.84, -4.08)  -0.548
H (0.68, -2.53, -3.02)  0.458
H (1.50, -1.52, -1.86)  -0.263
H (1.27, -3.12, -1.48)  0.434
H (3.65, -2.83, -2.30)  0.203
H (2.39, -4.98, -3.05)  0.348
H (3.66, -4.57, -4.26)  0.338
H (1.92, -4.29, -4.37)  0.351
H (3.93, -1.73, -4.16)  0.343
C (-5.65, -0.58, 0.28)  -1.375
C (-4.83, -1.17, -0.88)  0.690
C (-5.74, -1.46, -2.07)  -1.588
O (-3.88, -0.19, -1.31)  -0.058
H (-6.15, 0.33, -0.06)  0.304
H (-5.09, -0.29, 1.16)  0.277
H (-6.46, -1.29, 0.48)  0.447
H (-4.36, -2.12, -0.62)  0.316
H (-5.23, -1.81, -2.97)  0.361
H (-6.41, -0.64, -2.34)  0.332
H (-6.42, -2.27, -1.81)  0.473
H (-3.08, -0.32, -0.76)  -0.203
C (3.25, -4.25, 7.64)  -0.537
O (2.19, -5.19, 7.55)  -0.399
C (2.03, -5.79, 6.26)  -0.737
C (1.38, -4.86, 5.26)  -0.385
N (2.36, -3.98, 4.62)  -0.259
C (1.98, -3.54, 3.29)  -1.310
C (0.77, -2.61, 3.20)  0.218
O (1.01, -1.42, 3.90)  -0.424
C (-0.03, -0.50, 3.74)  -0.668
H (3.32, -3.94, 8.69)  0.261
H (3.13, -3.32, 7.09)  0.158
H (4.15, -4.80, 7.39)  0.279
H (1.57, -6.76, 6.44)  0.392
H (3.03, -6.05, 5.89)  0.353
H (0.51, -4.35, 5.68)  0.263
H (0.95, -5.47, 4.45)  0.481
H (2.34, -3.10, 5.13)  0.216
H (1.79, -4.41, 2.64)  0.465
H (2.83, -3.12, 2.75)  0.285
H (-0.16, -3.12, 3.48)  0.434
H (0.72, -2.35, 2.13)  -0.003
H (-0.98, -1.03, 3.94)  0.394
H (-0.11, -0.06, 2.75)  0.069
H (-0.07, 0.26, 4.52)  0.332
C (0.57, 6.66, -1.68)  -0.784
O (0.89, 5.32, -2.03)  -0.269
C (2.10, 4.85, -1.46)  -0.999
C (1.97, 3.35, -1.25)  -0.453
N (0.77, 2.92, -0.44)  1.825
C (0.50, 3.69, 0.77)  -0.438
C (-0.77, 3.11, 1.37)  -0.194
O (-1.84, 3.04, 0.37)  -0.079
C (-3.05, 2.72, 1.05)  -0.989
H (-0.23, 7.00, -2.33)  0.256
H (1.46, 7.29, -1.79)  0.351
H (0.31, 6.74, -0.62)  0.292
H (2.26, 5.34, -0.50)  0.466
H (2.89, 5.08, -2.18)  0.438
H (2.89, 2.98, -0.77)  0.247
H (1.96, 2.82, -2.21)  0.459
H (1.25, 2.02, -0.28)  -1.196
H (0.41, 4.74, 0.48)  0.118
H (1.29, 3.63, 1.51)  0.340
H (-1.09, 3.69, 2.23)  0.650
H (-0.55, 2.09, 1.69)  -0.223
H (-3.94, 2.70, 0.42)  0.239
H (-3.30, 3.56, 1.71)  0.362
H (-2.98, 1.75, 1.54)  0.371
C (-3.64, 3.77, -4.21)  -1.588
C (-3.82, 2.41, -3.50)  0.282
C (-3.34, 1.26, -4.36)  -0.725
O (-1.94, 1.34, -4.51)  -0.186
C (-1.40, 0.16, -5.10)  -0.868
N (-3.23, 2.45, -2.11)  0.255
H (-2.61, 3.86, -4.52)  0.303
H (-3.88, 4.61, -3.56)  0.361
H (-4.40, 3.80, -4.99)  0.485
H (-4.87, 2.11, -3.34)  0.398
H (-3.75, 1.43, -5.37)  0.454
H (-3.68, 0.30, -3.98)  0.304
H (-1.54, -0.71, -4.45)  0.279
H (-0.34, 0.36, -5.26)  0.262
H (-1.86, -0.03, -6.07)  0.350
H (-3.99, 2.96, -1.65)  0.312
H (-3.45, 1.49, -1.76)  0.128

***

Entry 2:
C25H67Be2F6N6O9P | ωB97M-V/def2-TZVPD

spin multiplicity: 1
E_LUMO: -7.5 eV
net charge: +2
energy above the lowest of the compared OMol25 structures with the same formula, charge and spin: 0.0 kJ/mol
HOMO energy: -12.46 eV
Kohn-Sham gap: 5.0 eV

Each line ends with the Mulliken charge.
Element x y z (Å)
Be (-1.81, 0.97, -1.95)  1.125
Be (2.11, 3.28, -0.34)  1.072
P (-3.45, 3.48, 0.10)  1.261
F (-4.60, 2.43, 0.53)  -0.488
F (-3.29, 3.94, 1.66)  -0.365
F (-2.35, 2.28, 0.32)  -0.430
F (-2.26, 4.49, -0.30)  -0.443
F (-3.52, 2.86, -1.38)  -0.319
F (-4.62, 4.59, -0.26)  -0.336
O (0.93, -1.07, -0.42)  1.189
C (1.18, 0.22, -0.44)  -0.071
O (2.36, 0.69, -0.44)  -1.073
O (0.19, 1.03, -0.55)  -0.202
H (1.70, -1.50, -0.05)  -0.412
C (-0.53, 5.63, 2.74)  -1.591
C (0.51, 4.75, 2.10)  0.320
C (0.72, 3.31, 2.73)  -0.707
O (1.81, 2.74, 2.07)  0.220
C (2.36, 1.61, 2.81)  -0.583
N (0.15, 4.69, 0.72)  -0.350
H (-1.58, 5.32, 2.67)  0.263
H (-0.55, 6.59, 2.22)  0.489
H (-0.21, 5.87, 3.75)  0.442
H (1.47, 5.27, 2.15)  0.218
H (-0.17, 2.69, 2.59)  0.285
H (0.93, 3.32, 3.80)  0.472
H (2.76, 1.74, 3.81)  0.543
H (3.23, 1.22, 2.28)  -0.119
H (1.62, 0.83, 2.96)  0.188
H (-0.06, 5.62, 0.37)  0.329
H (-0.76, 4.28, 0.59)  0.147
C (-3.61, -2.40, 5.37)  -1.382
C (-3.26, -3.34, 4.17)  0.674
C (-1.87, -3.09, 3.57)  -0.687
O (-1.79, -1.76, 3.06)  -0.288
C (-0.48, -1.43, 2.53)  -0.446
N (-3.31, -4.75, 4.62)  -0.727
H (-2.92, -2.46, 6.21)  0.315
H (-4.62, -2.51, 5.76)  0.434
H (-3.62, -1.37, 5.02)  0.290
H (-3.95, -3.24, 3.34)  -0.133
H (-1.71, -3.86, 2.81)  0.278
H (-1.20, -3.37, 4.39)  0.444
H (0.31, -1.55, 3.27)  0.499
H (-0.49, -0.42, 2.12)  -0.049
H (-0.21, -2.09, 1.70)  0.162
H (-2.61, -4.88, 5.33)  0.287
H (-4.19, -4.87, 5.11)  0.288
C (-4.72, -1.58, 0.70)  -1.712
C (-3.54, -0.97, -0.04)  0.524
C (-2.80, -2.05, -0.86)  -1.321
O (-1.72, -1.50, -1.63)  0.665
C (-1.05, -2.49, -2.42)  -0.905
N (-3.93, 0.17, -0.83)  -0.083
H (-5.13, -0.93, 1.48)  0.433
H (-4.40, -2.48, 1.23)  0.294
H (-5.55, -1.85, 0.06)  0.434
H (-2.86, -0.66, 0.75)  -0.078
H (-3.51, -2.39, -1.61)  0.390
H (-2.49, -2.92, -0.28)  0.547
H (-0.59, -3.14, -1.69)  0.209
H (-0.16, -2.08, -2.90)  -0.172
H (-1.71, -3.00, -3.12)  0.486
H (-4.35, 0.90, -0.26)  0.328
H (-4.74, -0.15, -1.33)  0.334
C (1.16, -5.11, 0.30)  -1.460
C (2.15, -4.38, -0.62)  1.549
C (3.25, -3.63, 0.26)  -1.089
O (2.67, -2.58, 1.04)  -0.247
C (3.63, -1.81, 1.73)  -0.812
N (2.93, -5.42, -1.33)  -0.718
H (1.59, -5.96, 0.83)  0.460
H (0.38, -5.58, -0.29)  0.396
H (0.79, -4.52, 1.14)  0.138
H (1.55, -3.69, -1.21)  -0.495
H (3.99, -3.23, -0.44)  0.470
H (3.68, -4.39, 0.91)  0.367
H (4.14, -1.17, 1.00)  0.348
H (4.31, -2.44, 2.29)  0.443
H (3.18, -1.14, 2.47)  0.064
H (3.68, -5.13, -1.94)  0.255
H (2.31, -5.87, -1.99)  0.294
C (5.53, 1.76, 0.59)  -1.247
C (5.42, 3.17, 0.24)  0.158
C (5.27, 3.46, -1.30)  -1.091
O (4.13, 2.86, -1.86)  0.019
C (3.98, 3.03, -3.29)  -0.708
N (4.31, 3.80, 0.92)  -0.414
H (5.84, 1.70, 1.63)  0.472
H (6.31, 1.18, 0.10)  0.520
H (4.55, 1.29, 0.46)  0.044
H (6.37, 3.66, 0.46)  0.392
H (6.11, 3.00, -1.83)  0.515
H (5.29, 4.53, -1.49)  0.512
H (3.83, 4.08, -3.55)  0.368
H (3.14, 2.49, -3.73)  0.084
H (4.92, 2.71, -3.74)  0.339
H (4.69, 4.72, 1.07)  0.307
H (4.43, 3.45, 1.85)  0.203
C (-3.61, -0.59, -6.01)  -1.499
C (-2.84, -0.46, -4.66)  0.484
C (-1.32, -0.30, -5.00)  -1.107
O (-0.49, -0.02, -3.84)  0.060
C (0.91, -0.17, -4.12)  -0.796
N (-3.38, 0.73, -3.96)  -0.517
H (-4.64, -0.95, -5.89)  0.431
H (-3.01, -1.36, -6.51)  0.398
H (-3.51, 0.23, -6.72)  0.440
H (-3.06, -1.39, -4.14)  -0.029
H (-1.23, 0.56, -5.66)  0.462
H (-0.98, -1.21, -5.48)  0.442
H (1.28, 0.50, -4.90)  0.327
H (1.19, -1.19, -4.35)  0.463
H (1.41, 0.16, -3.21)  -0.076
H (-4.38, 0.60, -3.97)  0.321
H (-3.31, 1.39, -4.72)  0.361

***

Entry 3:
C25H67CoN6O9 | ωB97M-V/def2-TZVPD

spin multiplicity: 5
E_LUMO (spin up / spin down): -6.1 / -10.8 eV
net charge: +2
HOMO energy (spin up / spin down): -12.80 / -12.74 eV
expectation value of S²: 6.013
Kohn-Sham gap (spin up / spin down): 6.7 / 1.9 eV

Each line ends with the Mulliken charge.
Element x y z (Å)
Co (-1.25, -2.61, -1.49)  0.599
O (0.82, 0.74, -0.78)  0.126
C (0.13, -0.36, -0.89)  0.803
O (-1.10, -0.44, -1.03)  -0.313
O (0.64, -1.50, -0.96)  -0.529
H (1.69, 0.33, -0.80)  -0.109
C (2.27, -3.92, 4.96)  -1.253
C (2.82, -2.51, 5.07)  0.860
C (1.86, -1.33, 5.22)  -0.660
O (1.09, -1.10, 4.03)  -0.308
C (1.73, -0.35, 3.02)  -0.269
N (3.83, -2.57, 6.17)  -0.721
H (1.81, -4.19, 5.90)  0.402
H (3.05, -4.67, 4.88)  0.422
H (1.57, -4.07, 4.14)  -0.025
H (3.32, -2.29, 4.12)  0.047
H (2.48, -0.46, 5.44)  0.327
H (1.16, -1.49, 6.04)  0.306
H (2.75, -0.68, 2.79)  0.308
H (1.90, 0.67, 3.38)  0.437
H (1.20, -0.34, 2.06)  -0.388
H (4.35, -1.70, 6.19)  0.253
H (4.46, -3.34, 5.96)  0.264
C (0.05, 4.33, 0.09)  -1.490
C (1.29, 4.07, 0.80)  1.747
C (1.85, 5.14, 1.76)  -1.078
O (2.25, 6.36, 1.25)  -0.339
C (3.22, 6.39, 0.29)  -0.624
N (1.18, 2.77, 1.46)  -0.159
H (-0.89, 4.28, 0.65)  0.352
H (-0.09, 3.64, -0.73)  0.250
H (0.09, 5.29, -0.41)  0.465
H (2.03, 3.90, 0.01)  -0.639
H (2.71, 4.73, 2.30)  0.431
H (1.05, 5.45, 2.44)  0.314
H (2.96, 5.88, -0.64)  0.215
H (4.21, 6.03, 0.56)  0.263
H (3.28, 7.44, 0.01)  0.340
H (0.84, 2.15, 0.74)  -0.190
H (0.38, 2.80, 2.08)  0.358
C (3.86, -0.39, -2.28)  -1.327
C (4.42, 0.51, -1.17)  -0.023
C (4.39, 2.01, -1.49)  -0.688
O (5.20, 2.73, -0.60)  -0.358
C (5.60, 3.98, -1.03)  -0.808
N (3.63, 0.32, 0.02)  -0.455
H (3.81, -1.44, -1.99)  0.358
H (4.47, -0.36, -3.18)  0.489
H (2.89, 0.01, -2.58)  0.165
H (5.42, 0.18, -0.88)  0.587
H (3.41, 2.49, -1.60)  0.246
H (4.86, 2.10, -2.47)  0.622
H (4.72, 4.53, -1.37)  0.284
H (6.28, 3.73, -1.85)  0.377
H (6.13, 4.64, -0.35)  0.277
H (4.35, 0.29, 0.73)  0.427
H (3.24, 1.23, 0.21)  -0.107
C (-4.56, 1.81, -3.77)  -1.641
C (-3.46, 1.51, -2.85)  0.638
C (-3.00, 2.76, -2.06)  -0.444
O (-4.10, 3.19, -1.22)  -0.409
C (-3.65, 4.17, -0.30)  -0.882
N (-3.94, 0.45, -1.95)  -0.353
H (-4.34, 2.65, -4.43)  0.424
H (-5.44, 2.23, -3.28)  0.377
H (-4.95, 1.00, -4.40)  0.343
H (-2.57, 1.19, -3.38)  0.122
H (-2.74, 3.52, -2.80)  0.564
H (-2.19, 2.36, -1.45)  -0.096
H (-4.56, 4.62, 0.10)  0.349
H (-3.03, 4.93, -0.76)  0.344
H (-3.15, 3.82, 0.60)  0.308
H (-3.19, 0.18, -1.32)  0.070
H (-4.59, 0.91, -1.34)  0.318
C (0.00, -4.06, 1.41)  -1.144
C (-1.47, -4.12, 1.14)  0.251
C (-2.38, -4.32, 2.44)  -0.946
O (-3.71, -4.54, 2.06)  -0.352
C (-4.62, -4.56, 3.17)  -0.737
N (-1.89, -2.85, 0.55)  -0.268
H (0.36, -5.04, 1.71)  0.525
H (0.30, -3.36, 2.19)  0.135
H (0.50, -3.82, 0.48)  0.218
H (-1.78, -4.99, 0.56)  0.351
H (-2.35, -3.45, 3.09)  0.412
H (-2.06, -5.11, 3.13)  0.521
H (-5.48, -3.96, 2.88)  0.258
H (-4.18, -4.15, 4.08)  0.367
H (-4.88, -5.60, 3.36)  0.269
H (-2.90, -2.92, 0.49)  0.303
H (-1.70, -2.14, 1.24)  0.231
C (-4.74, -2.71, -3.91)  -1.398
C (-3.33, -2.94, -3.41)  0.121
C (-2.21, -2.30, -4.25)  -0.669
O (-1.01, -2.10, -3.48)  -0.246
C (0.11, -2.04, -4.33)  -0.680
N (-3.28, -2.50, -2.01)  -0.136
H (-4.94, -2.84, -4.97)  0.397
H (-5.09, -1.72, -3.61)  0.259
H (-5.44, -3.40, -3.44)  0.438
H (-3.16, -4.02, -3.41)  0.385
H (-2.56, -1.32, -4.58)  0.324
H (-2.13, -2.96, -5.11)  0.503
H (0.11, -1.20, -5.02)  0.314
H (0.33, -2.99, -4.81)  0.368
H (0.91, -1.83, -3.62)  0.112
H (-4.05, -2.99, -1.58)  0.439
H (-3.53, -1.53, -2.02)  0.183

***

Entry 4:
C25H68N2O9 | ωB97M-V/def2-TZVPD

spin multiplicity: 1
E_LUMO: 0.5 eV
energy above the lowest of the compared OMol25 structures with the same formula, charge and spin: 298.2 kJ/mol
HOMO energy: -9.97 eV
SMILES: NC(N)=O.CC(C)O.CC(C)O.CC(C)O.CC(C)O.CC(C)O.CC(C)O.CC(C)O.CC(C)O
Kohn-Sham gap: 10.4 eV

Each line ends with the Mulliken charge.
Element x y z (Å)
N (-5.84, -2.09, -0.90)  -0.407
C (-4.66, -1.62, -1.41)  0.591
N (-3.59, -1.60, -0.57)  0.287
O (-4.53, -1.42, -2.62)  -0.675
H (-6.63, -2.26, -1.48)  0.223
H (-5.92, -2.15, 0.10)  0.158
H (-2.74, -1.26, -0.98)  -0.380
H (-3.68, -1.97, 0.36)  0.172
C (-2.19, 1.69, -4.17)  -1.427
C (-0.82, 1.02, -4.04)  0.291
C (-0.76, 0.22, -2.73)  0.743
O (-0.70, 0.07, -5.12)  -0.595
H (-3.00, 1.08, -3.74)  0.366
H (-2.47, 1.90, -5.20)  0.459
H (-2.18, 2.62, -3.59)  0.247
H (-0.10, 1.83, -4.01)  0.240
H (-1.66, -0.29, -2.37)  -0.475
H (-0.69, 1.01, -1.96)  -0.189
H (0.10, -0.43, -2.82)  -0.063
H (-1.59, -0.04, -5.47)  0.356
C (0.17, -3.93, -2.91)  -1.313
C (1.10, -3.28, -1.90)  0.472
C (0.59, -3.43, -0.48)  -0.575
O (2.37, -3.97, -2.03)  -0.620
H (-0.03, -4.97, -2.67)  0.380
H (0.53, -3.79, -3.93)  0.376
H (-0.75, -3.32, -2.94)  0.246
H (1.42, -2.26, -2.13)  0.095
H (0.48, -4.47, -0.19)  0.428
H (-0.36, -2.91, -0.31)  -0.033
H (1.22, -2.94, 0.28)  0.190
H (2.23, -4.92, -1.91)  0.358
C (-4.84, 1.82, -0.16)  -1.319
C (-5.15, 3.01, 0.80)  0.580
C (-4.92, 2.59, 2.23)  -1.152
O (-4.25, 4.08, 0.51)  -0.501
H (-5.59, 1.06, 0.06)  0.385
H (-3.84, 1.40, 0.01)  0.209
H (-4.80, 2.11, -1.21)  0.485
H (-6.18, 3.29, 0.57)  0.230
H (-3.87, 2.36, 2.39)  0.173
H (-5.49, 1.70, 2.50)  0.362
H (-5.22, 3.41, 2.88)  0.341
H (-4.05, 4.03, -0.43)  0.264
C (5.59, 2.13, 1.50)  -0.930
C (6.14, 2.64, 0.17)  0.599
C (6.53, 4.12, 0.12)  -1.399
O (7.34, 1.88, -0.10)  -0.571
H (4.75, 1.45, 1.37)  -0.007
H (5.19, 2.99, 2.04)  0.322
H (6.35, 1.78, 2.19)  0.381
H (5.38, 2.40, -0.58)  0.179
H (7.41, 4.33, 0.73)  0.324
H (5.77, 4.75, 0.61)  0.370
H (6.56, 4.45, -0.91)  0.398
H (7.66, 2.17, -0.96)  0.304
C (0.14, 3.94, -1.56)  -0.592
C (0.23, 5.48, -1.58)  0.270
C (0.01, 6.01, -3.02)  -1.282
O (-0.89, 5.98, -0.81)  -0.527
H (0.69, 3.45, -2.35)  0.355
H (-0.92, 3.66, -1.52)  0.050
H (0.55, 3.73, -0.57)  0.112
H (1.16, 5.89, -1.20)  0.393
H (-0.26, 5.23, -3.73)  0.254
H (0.98, 6.30, -3.45)  0.341
H (-0.62, 6.88, -3.15)  0.384
H (-1.66, 5.49, -1.11)  0.265
C (4.93, -3.17, 3.58)  -1.427
C (3.79, -2.16, 3.73)  0.628
C (3.96, -0.83, 3.06)  -1.402
O (2.64, -2.73, 3.07)  -0.412
H (4.93, -3.81, 2.70)  0.329
H (4.94, -3.87, 4.42)  0.418
H (5.91, -2.68, 3.69)  0.343
H (3.61, -1.99, 4.80)  0.185
H (4.92, -0.35, 3.31)  0.452
H (3.22, -0.08, 3.30)  0.435
H (4.00, -0.96, 1.97)  0.334
H (2.55, -3.67, 3.28)  0.214
C (-1.41, -3.73, 2.64)  -0.728
C (-2.18, -4.81, 1.92)  0.799
C (-1.51, -6.20, 2.07)  -1.549
O (-3.48, -4.94, 2.51)  -0.602
H (-0.54, -3.48, 2.04)  -0.045
H (-1.08, -3.99, 3.65)  0.412
H (-2.06, -2.86, 2.66)  0.233
H (-2.38, -4.60, 0.86)  0.019
H (-1.74, -6.68, 3.02)  0.434
H (-0.44, -6.12, 1.84)  0.328
H (-1.89, -6.92, 1.33)  0.409
H (-3.88, -5.80, 2.36)  0.314
C (-1.18, 0.71, 1.08)  -1.620
C (0.21, 0.06, 0.86)  1.749
C (1.27, 1.16, 1.01)  -0.688
O (0.26, -0.86, 1.94)  -0.458
H (-1.88, -0.09, 1.31)  0.300
H (-1.46, 1.46, 0.34)  0.123
H (-1.19, 1.25, 2.03)  0.493
H (0.22, -0.44, -0.11)  -0.429
H (2.20, 0.85, 1.50)  -0.293
H (0.87, 1.98, 1.61)  0.358
H (1.53, 1.46, -0.01)  0.303
H (1.13, -1.22, 2.14)  0.065

***

Number 1: F_max 3.599 eV/A. Number 2: F_max 3.859 eV/A. Number 3: F_max 3.177 eV/A. Number 4: F_max 3.243 eV/A.